Formula: C32H23Cl72GaN3OS2
Source: the OMol25 dataset
Level of theory: ωB97M-V/def2-TZVPD

Geometry as XYZ:
```
134
Properties=species:S:1:pos:R:3:forces:R:3:mulliken_charge:R:1
C 1.73429 0.64056 -0.10704 0.341 0.703 1.635 0.63
C 1.04721 0.88268 -1.07460 -0.589 1.091 -0.379 -1.17
Ga -0.27518 1.64075 -2.45643 -0.603 -1.399 -1.044 -0.01
C -1.92294 0.43141 -2.67161 -0.635 0.657 0.472 0.41
C -2.51003 -0.09128 -1.30336 0.952 -0.481 -0.209 -0.47
C -3.44659 -1.35122 -1.44145 1.107 0.310 0.208 -0.34
S -5.15540 -0.99597 -2.01695 0.044 0.941 -0.234 -0.06
C -4.95662 -0.24328 -3.69900 1.328 -0.384 -0.598 -0.34
S -4.17573 -1.21489 -4.80734 -0.675 0.656 0.476 -0.16
N -5.39711 1.05870 -4.01507 -2.320 -2.429 0.889 0.36
C -5.90945 1.16756 -5.39997 0.907 1.469 -1.786 -0.88
C -4.75422 1.87194 -6.25899 -0.587 0.284 0.731 -0.41
C -6.29986 1.65012 -2.99828 0.022 1.909 1.268 -1.00
C -5.41515 2.33872 -1.86284 0.052 -1.472 -0.141 0.04
N 0.52102 1.74336 -4.23927 1.277 -0.387 1.325 -0.28
C 1.76509 1.96642 -4.03272 -1.358 0.204 -0.365 0.53
C 2.80021 0.84019 -4.43704 -0.055 1.433 0.766 -1.00
C 2.22767 3.32863 -3.34728 0.791 -1.523 -0.323 -0.52
O -0.84605 3.42126 -2.00876 -1.665 1.239 -1.435 -0.41
C -1.34942 3.99907 -3.08821 2.743 -1.559 2.432 0.45
N -1.43005 4.46089 -4.14171 -1.143 0.712 -0.726 -0.58
H 2.35930 0.55718 0.82309 -2.663 -0.132 -1.495 0.73
H -2.69255 1.09503 -3.16490 0.745 -0.733 0.234 -0.70
H -1.69650 -0.41175 -3.38061 -0.169 0.777 0.754 0.41
H -1.62164 -0.43684 -0.69240 -0.919 0.154 -0.420 0.24
H -2.96504 0.73685 -0.68957 0.188 -0.827 -0.694 0.23
H -2.94836 -2.10873 -2.10076 -0.560 0.674 0.372 0.25
H -3.53187 -1.82018 -0.42174 -0.458 0.372 -0.934 0.24
H -6.25301 0.20670 -5.85120 0.597 0.486 0.640 0.40
H -6.78274 1.87281 -5.47424 0.735 -0.764 0.640 0.42
H -4.99748 2.97237 -6.25945 0.342 -0.995 -0.311 0.30
H -4.69152 1.48415 -7.30136 0.061 0.291 0.870 0.17
H -3.78367 1.79437 -5.70080 -0.828 -0.246 -0.804 0.07
H -6.89989 2.49589 -3.43402 0.634 -1.039 -0.057 0.49
H -7.05467 0.93730 -2.57470 0.836 0.365 -0.343 0.35
H -5.16480 3.39788 -2.09725 -0.271 -0.809 0.197 0.38
H -5.89196 2.20040 -0.85955 0.271 0.531 -0.971 -0.05
H -4.47409 1.72614 -1.81944 -0.752 0.909 0.047 -0.30
H 2.95027 0.91166 -5.54146 0.014 -0.363 0.839 0.18
H 2.33546 -0.12832 -4.12021 0.581 0.862 -0.508 0.21
H 3.74743 1.04969 -3.85886 -0.642 -0.515 -0.780 0.21
H 2.28469 3.09531 -2.24471 0.073 0.547 -0.963 0.04
H 3.25298 3.55206 -3.74389 -0.725 0.176 0.572 0.12
H 1.51008 4.15118 -3.56658 0.495 -0.792 0.174 0.23
C 1.16755 -3.60837 -0.58983 -0.250 0.162 0.135 0.08
Cl 0.49570 -4.51590 0.78678 0.028 -0.068 -0.040 -0.12
Cl 0.30241 -4.06175 -2.06998 0.217 0.002 0.371 0.01
Cl 0.97448 -1.86764 -0.31072 0.125 -1.029 -0.271 0.05
Cl 2.89064 -3.99444 -0.76521 -0.147 0.007 0.028 -0.13
C 5.92392 0.56579 0.98252 0.108 0.045 0.071 0.15
Cl 6.36160 -1.01229 1.66501 -0.061 0.126 -0.034 -0.11
Cl 6.37453 1.85033 2.11922 0.132 -0.271 -0.133 -0.07
Cl 6.78445 0.80720 -0.54893 0.002 -0.266 0.194 -0.06
Cl 4.16444 0.61889 0.69002 2.643 -0.034 -0.063 -0.10
C -7.18144 -0.41846 1.79412 0.150 -0.001 -0.107 0.26
Cl -7.40066 -0.44823 3.56045 -0.227 0.189 -0.189 -0.13
Cl -8.73772 -0.10138 1.00652 0.123 -0.014 0.115 -0.12
Cl -6.03397 0.85935 1.37562 -0.109 -0.203 0.155 -0.04
Cl -6.55441 -1.97896 1.25029 -0.212 0.200 -0.200 0.00
C -1.11066 -5.94245 -5.49192 -0.023 0.100 0.029 0.22
Cl -1.64421 -5.82656 -7.17846 0.051 -0.021 0.146 -0.11
Cl -2.29766 -6.87113 -4.55789 0.162 0.121 -0.075 -0.04
Cl 0.46254 -6.75805 -5.42412 -0.125 0.050 0.000 -0.11
Cl -0.96345 -4.31900 -4.80530 -0.182 -0.177 -0.370 0.01
C 5.98067 4.72401 -1.52167 -0.171 -0.053 0.072 -0.01
Cl 7.54216 4.72953 -0.67771 -0.090 0.008 -0.055 -0.12
Cl 4.92678 3.49926 -0.80442 -0.053 0.345 -0.092 0.21
Cl 5.22278 6.31766 -1.37183 -0.068 -0.355 0.240 -0.04
Cl 6.23601 4.35225 -3.23539 0.007 0.068 0.205 -0.01
C -4.45367 -4.15699 3.94296 0.065 0.145 -0.034 0.13
Cl -2.89679 -4.13497 4.78453 -0.108 -0.051 -0.019 -0.03
Cl -5.49272 -5.41423 4.63993 0.087 0.089 -0.072 -0.12
Cl -5.23999 -2.57914 4.11544 0.345 -0.449 0.282 -0.01
Cl -4.18227 -4.49710 2.22383 -0.024 0.025 0.195 0.06
C 3.87029 3.88710 4.91522 -0.023 0.018 -0.022 0.22
Cl 2.85613 5.25376 5.41071 0.232 -0.522 0.444 -0.11
Cl 3.11783 2.36532 5.42037 0.182 0.231 -0.054 0.02
Cl 4.04355 3.88960 3.15509 -0.120 0.108 0.199 0.06
Cl 5.46942 4.03184 5.66900 -0.116 -0.009 -0.069 -0.11
C -0.59888 -0.72069 5.63789 -0.073 -0.088 -0.177 0.05
Cl -2.02782 0.27363 5.96819 0.153 -0.106 -0.008 -0.11
Cl -0.65845 -1.30142 3.96642 0.032 0.068 0.181 0.05
Cl 0.86631 0.24879 5.86513 -0.239 -0.163 0.059 -0.03
Cl -0.56907 -2.10404 6.75058 0.018 0.129 -0.074 0.01
C 1.50643 8.19066 2.35221 0.024 -0.120 -0.171 0.22
Cl 0.50046 7.72976 0.96932 0.108 0.058 0.161 -0.08
Cl 2.45276 6.79216 2.88667 -0.278 0.584 -0.495 0.03
Cl 2.60320 9.50181 1.87538 -0.082 -0.075 0.041 -0.10
Cl 0.46829 8.74236 3.67998 0.131 -0.048 -0.111 -0.07
C 1.25370 -4.67382 9.66244 0.017 0.056 -0.014 0.31
Cl 1.77474 -6.23541 10.31661 -0.397 0.370 0.200 -0.11
Cl 1.67075 -3.38537 10.80564 -0.038 -0.114 -0.116 -0.10
Cl 2.07570 -4.38256 8.11936 -0.056 -0.022 0.144 0.01
Cl -0.49852 -4.68581 9.40026 0.138 -0.015 0.019 -0.09
C 6.05279 9.82495 -3.01379 -0.024 -0.084 -0.070 0.31
Cl 5.85938 9.85469 -1.25144 0.016 0.006 -0.145 -0.08
Cl 4.48851 10.13720 -3.78409 0.161 -0.036 0.092 -0.10
Cl 7.21246 11.07553 -3.50156 -0.090 -0.081 0.056 -0.11
Cl 6.65028 8.23570 -3.51500 0.096 0.378 -0.179 -0.04
C -3.60410 8.57876 4.45438 0.021 -0.077 -0.136 0.34
Cl -3.08461 8.47602 2.76535 -0.077 0.013 0.210 -0.05
Cl -2.40775 9.49790 5.38841 -0.143 -0.043 -0.026 -0.11
Cl -5.17436 9.39742 4.54181 0.139 -0.059 0.018 -0.11
Cl -3.75008 6.94676 5.12826 0.023 0.174 -0.055 -0.09
C -2.74839 2.65874 -10.00123 0.141 -0.016 0.306 0.33
Cl -2.62435 1.08322 -10.80702 -0.038 0.130 0.027 -0.11
Cl -1.90618 2.59570 -8.44698 -0.164 0.030 -0.251 -0.01
Cl -2.00908 3.90538 -11.02510 -0.078 -0.093 0.030 -0.12
Cl -4.45923 3.05286 -9.73786 0.168 -0.009 -0.120 -0.11
C -4.09445 -7.78268 -0.48876 0.069 0.120 0.017 0.26
Cl -5.53124 -6.80225 -0.14978 0.125 -0.126 -0.068 -0.09
Cl -4.14728 -8.34510 -2.16934 -0.058 -0.022 0.193 -0.09
Cl -2.63822 -6.80494 -0.23878 -0.147 -0.091 -0.064 -0.01
Cl -4.06314 -9.18130 0.60098 -0.009 0.115 -0.096 -0.11
C 5.58902 -3.66020 6.19146 -0.020 0.018 -0.054 0.23
Cl 5.22730 -5.37024 5.89915 0.035 0.177 0.016 -0.04
Cl 4.19066 -2.67390 5.72930 0.125 -0.092 0.040 0.00
Cl 5.94055 -3.41799 7.91237 -0.041 -0.035 -0.142 -0.10
Cl 6.99582 -3.17902 5.22701 -0.141 -0.035 0.095 -0.10
C 4.68035 -8.99808 8.27111 0.012 0.116 -0.055 0.26
Cl 6.26216 -8.92585 9.06865 -0.134 -0.013 -0.077 -0.10
Cl 3.71136 -10.29236 8.99647 0.099 0.137 -0.040 -0.07
Cl 3.84440 -7.45079 8.47509 0.376 -0.484 -0.189 0.04
Cl 4.90458 -9.32645 6.54269 -0.018 0.010 0.141 -0.11
C 6.25547 3.34879 -7.19974 -0.133 -0.089 0.042 0.27
Cl 5.74209 3.46130 -8.89275 0.068 0.003 0.149 -0.11
Cl 5.09631 2.36522 -6.29363 0.203 0.170 -0.113 -0.03
Cl 7.86092 2.59870 -7.11707 -0.107 0.076 -0.008 -0.11
Cl 6.32774 4.97413 -6.49511 0.012 -0.101 -0.153 -0.07
C 0.95912 -13.18691 7.93339 -0.008 0.041 -0.057 0.34
Cl 0.92034 -13.43290 9.68891 0.015 0.030 -0.145 -0.10
Cl 0.30019 -11.58874 7.54667 0.075 -0.165 0.047 -0.07
Cl 2.63244 -13.28964 7.36091 -0.171 -0.038 0.036 -0.08
Cl -0.01566 -14.43644 7.13979 0.092 0.114 0.086 -0.11
```
Positions in Å, forces in eV/Å.

Values from the calculation:
Frontier orbital gap: 5.5 eV
F_max: 0.0775 Eh/bohr
Lowest unoccupied orbital energy: 0.959 eV
Spin multiplicity: 1
E_tot: -1015727.5355 eV
Net charge: -1
M: 3152.029 g/mol